[1]
An isolated molecule of C5H8N2 in a non-equilibrium geometry. Source: the OMol25 dataset; level of theory: the ωB97M-V functional and the def2-TZVPD basis.

## Properties
- LUMO energy (Eh) = 0.0350
- gap between HOMO and LUMO (eV) = 8.52
- HOMO level (eV) = -7.57

The geometry in ORCA input format:
```
! wB97M-V def2-TZVPD RIJCOSX def2/J DEFGRID3
* xyz 0 1
C 0.14 1.09 -1.65
C 0.13 -0.42 -1.24
C -1.03 -1.05 -0.76
N -0.96 -1.08 0.60
C 0.22 -0.50 1.02
N 0.37 -0.12 2.37
C 0.96 -0.27 -0.09
H 0.17 1.75 -0.74
H 1.01 1.39 -2.23
H -0.80 1.33 -2.13
H -1.88 -1.52 -1.25
H -1.64 -1.44 1.24
H 1.35 -0.17 2.61
H 0.09 0.86 2.48
H 1.92 0.23 -0.18
*
```

---

[2]
An isolated molecule of C5H3N3 in a non-equilibrium geometry. Source: the OMol25 dataset; level of theory: the ωB97M-V functional and the def2-TZVPD basis.

## Properties
- LUMO energy (Eh) = -0.0074
- gap between HOMO and LUMO (eV) = 11.85
- HOMO level (eV) = -12.05

The geometry in ORCA input format:
```
! wB97M-V def2-TZVPD RIJCOSX def2/J DEFGRID3
* xyz 0 1
N 0.41 -0.14 -2.49
C 0.63 -0.29 -1.33
C 0.97 -0.42 0.00
C -0.29 0.24 0.69
C -0.30 1.64 0.01
N -0.42 2.63 -0.57
C -1.45 -0.67 0.45
N -2.07 -1.76 0.55
H 1.92 -0.05 0.37
H 0.79 -1.54 0.50
H -0.20 0.34 1.82
*
```

---

[3]
A cluster of 2 separate species, C4H6N2OS2 in total in a non-equilibrium geometry. Source: the OMol25 dataset; level of theory: the ωB97M-V functional and the def2-TZVPD basis.

## Properties
- LUMO energy (alpha / beta) (Eh) = -0.0595 / -0.0589
- gap between HOMO and LUMO (alpha / beta) (eV) = 7.14 / 7.14
- HOMO level (alpha / beta) (eV) = -8.76 / -8.75

The geometry in ORCA input format:
```
! wB97M-V def2-TZVPD RIJCOSX def2/J DEFGRID3
* xyz 0 1
C 1.21 1.70 1.15
C -0.18 1.18 1.05
C 2.03 1.23 0.14
C -0.28 0.27 0.08
N -0.91 -0.35 -3.12
N -1.10 -2.11 -0.13
O -2.69 -0.45 0.71
S 1.19 0.08 -0.83
S -1.76 -0.61 -0.40
H 1.52 2.55 1.77
H -1.02 1.25 1.76
H 3.14 1.21 -0.03
H -0.91 -0.18 -4.11
H -0.50 -2.40 -0.82
H -1.78 -2.80 0.34
*
```

---

[4]
An isolated molecule of C19H23FN4O2. Source: the OMol25 dataset; level of theory: the ωB97M-V functional and the def2-TZVPD basis.

## Properties
- LUMO energy (Eh) = 0.0273
- gap between HOMO and LUMO (eV) = 9.51
- HOMO level (eV) = -8.77

The geometry in ORCA input format:
```
! wB97M-V def2-TZVPD RIJCOSX def2/J DEFGRID3
* xyz 0 1
C 5.46 0.18 -0.24
C 4.90 -1.13 -0.80
N 3.73 -1.55 -0.07
C 3.73 -2.35 1.03
C 2.44 -2.42 1.47
N 1.65 -1.66 0.66
C 2.44 -1.15 -0.26
C 1.96 -0.21 -1.32
N 1.09 0.78 -0.72
C 1.62 1.86 -0.09
O 2.79 2.18 -0.22
C 0.65 2.67 0.76
C -0.11 3.69 -0.09
C -1.05 2.98 -1.05
C -1.93 1.93 -0.40
O -2.97 1.58 -0.91
N -1.46 1.34 0.73
C -2.35 0.38 1.38
C -2.60 -0.83 0.51
C -1.55 -1.62 0.06
C -1.78 -2.70 -0.78
C -3.07 -3.01 -1.17
C -4.14 -2.25 -0.71
C -3.88 -1.18 0.12
F -4.93 -0.47 0.59
C -0.35 1.82 1.53
H 6.32 0.49 -0.83
H 5.77 0.04 0.79
H 4.71 0.96 -0.27
H 4.64 -1.02 -1.85
H 5.64 -1.93 -0.72
H 4.62 -2.81 1.40
H 2.02 -2.95 2.30
H 2.80 0.31 -1.78
H 1.39 -0.75 -2.08
H 0.17 0.46 -0.45
H 1.28 3.21 1.48
H 0.60 4.31 -0.65
H -0.68 4.34 0.57
H -0.48 2.48 -1.84
H -1.71 3.69 -1.54
H -3.30 0.86 1.60
H -1.88 0.07 2.32
H -0.53 -1.42 0.38
H -0.95 -3.30 -1.11
H -3.26 -3.85 -1.83
H -5.15 -2.48 -0.99
H -0.74 2.42 2.37
H 0.17 0.95 1.96
*
```

---

[5]
A structure of composition C4H5N3S in a non-equilibrium geometry. Source: the OMol25 dataset; level of theory: the ωB97M-V functional and the def2-TZVPD basis.

## Properties
- LUMO energy (Eh) = -0.0348
- gap between HOMO and LUMO (eV) = 7.53
- HOMO level (eV) = -8.48

The geometry in ORCA input format:
```
! wB97M-V def2-TZVPD RIJCOSX def2/J DEFGRID3
* xyz 0 1
C -1.09 1.37 -0.26
C 0.92 1.22 -0.57
C 0.52 -0.19 -0.21
C 1.45 -1.18 -0.08
H -1.71 -1.72 0.34
H -1.54 -0.97 1.79
H -2.06 1.73 -0.21
H 2.47 -0.94 -0.25
H 1.26 -2.24 0.24
N -1.70 -0.84 0.73
N -0.83 -0.01 0.01
N -0.13 2.12 -0.55
S 2.45 1.65 -0.96
*
```

---

[6]
An isolated molecule of C4H8O2 in a non-equilibrium geometry. Source: the OMol25 dataset; level of theory: the ωB97M-V functional and the def2-TZVPD basis.

## Properties
- LUMO energy (Eh) = 0.0293
- gap between HOMO and LUMO (eV) = 10.77
- HOMO level (eV) = -9.97

The geometry in ORCA input format:
```
! wB97M-V def2-TZVPD RIJCOSX def2/J DEFGRID3
* xyz 0 1
C 1.74 -0.72 -0.65
C 1.48 0.06 0.58
C -0.09 0.44 0.66
O -0.16 1.26 -0.49
C -1.16 -0.72 0.31
O -2.16 -0.40 -0.30
H 1.44 0.01 -1.51
H 2.82 -0.91 -0.68
H 1.03 -1.53 -0.55
H 2.00 1.02 0.44
H 1.87 -0.42 1.47
H -0.32 0.83 1.67
H -1.14 1.41 -0.62
H -1.01 -1.68 0.70
*
```

---

Here are the calculated energy relative to the best compared isomer or geometry (same formula, charge and spin) numbers, same order: 248.7 246.3 573.5 47.4 281.1 208.8 (kJ/mol).